No. 1
Here is the ion H3O with charge +1 in a non-equilibrium geometry from the OMol25 dataset. Energies are from ωB97M-V with the def2-TZVPD basis set.

Output
HOMO in eV: -22.956
LUMO energy in eV: -6.3
E_tot in Ha: -76.6839
Total charge: +1
F_max in eV/Å: 4.08
Molar mass in g mol⁻¹: 19.02
Energy relative to the best compared isomer or geometry (same formula, charge and spin) in kcal per mole: 12.2
HOMO-LUMO gap in eV: 16.68

Last column: natural (NBO) charge in e.
CARTESIAN COORDINATES (ANGSTROEM)
O1 -0.051744 -0.210209 0.174016  -0.803
H1 -0.386585 -0.297229 -0.896144  0.618
H2 -0.511773 0.670308 0.358078  0.580
H3 0.950103 -0.162869 0.364051  0.605

Force components x, y, z for each atom (eV/Å):
-1.40 1.29 -3.42
1.99 -0.37 3.54
0.88 -0.91 0.65
-1.48 -0.01 -0.76

***

No. 2
Here is a cluster of 2 separate species, H3O2 in total from the OMol25 dataset. Energies are from ωB97M-V with the def2-TZVPD basis set.

Output
HOMO in eV: -2.431
LUMO energy in eV: 5.0
E_tot in Ha: -152.2681
Total charge: -1
F_max in eV/Å: 1.00
Molar mass in g mol⁻¹: 35.02
Energy relative to the best compared isomer or geometry (same formula, charge and spin) in kcal per mole: 9.3
HOMO-LUMO gap in eV: 7.41

Last column: natural (NBO) charge in e.
CARTESIAN COORDINATES (ANGSTROEM)
O1 0.214693 1.003988 -1.034873  -1.364
H1 0.934914 1.625156 -0.883062  0.396
O2 -0.257168 -1.077134 0.860008  -1.004
H2 -0.401219 -0.730931 1.756462  0.437
H3 -0.429463 -0.303288 0.255766  0.536

Force components x, y, z for each atom (eV/Å):
-0.41 -0.12 0.12
-0.03 -0.07 0.12
-0.62 0.17 0.55
0.09 -0.08 -0.61
0.98 0.10 -0.18